DFT (ωB97M-V/def2-TZVPD) results for an isolated molecule of C6H15N3 at a distorted geometry.

Output
Highest occupied orbital energy: -0.276 Eh
Maximum force: 8.05 eV/Å
Orbital gap: 8.40 eV
LUMO level: 0.0331 Eh
SMILES: CN/C=C(\N)C(C)(C)N

```
! RIJCOSX wB97M-V def2-TZVPD def2/J DEFGRID3
* xyz 0 1
C -3.4899 -1.0836 0.1965
N -2.5256 -0.4392 -0.6595
C -0.8810 -0.5715 -0.4199
C -0.3800 0.5673 -0.1062
N -0.7275 1.8699 0.0673
C 1.4441 0.2173 -0.0361
C 1.7509 -0.1390 1.4092
C 2.0012 -0.8125 -1.0104
N 1.9917 1.5395 -0.3249
H -3.3060 -2.1646 0.1786
H -4.5208 -0.8958 -0.1331
H -3.4277 -0.7536 1.2463
H -2.8170 0.4546 -1.0515
H -0.6343 -1.6119 -0.5204
H -1.4279 1.9811 0.7932
H 0.1207 2.4333 0.1970
H 1.3461 -1.1204 1.6703
H 1.3329 0.5989 2.1030
H 2.8342 -0.1665 1.5999
H 1.6677 -1.8246 -0.7642
H 1.7033 -0.5966 -2.0420
H 3.1001 -0.8398 -0.9814
H 2.9832 1.5962 -0.1020
H 1.8618 1.7614 -1.3097
*
```

Atom charges from the natural (NBO) analysis, given in e for atoms 1 to 6: atom 1 (C): -0.400, atom 2 (N): -0.710, atom 3 (C): -0.128, atom 4 (C): 0.191, atom 5 (N): -0.848, atom 6 (C): 0.142



DFT (ωB97M-V/def2-TZVPD) results for a structure of composition C27H72O28S9V at a distorted geometry.

Output
Highest occupied orbital energy (spin up / spin down): -0.549 / -0.552 Eh
Maximum force: 5.63 eV/Å
Orbital gap (spin up / spin down): 9.99 / 10.75 eV
LUMO level (spin up / spin down): -0.1818 / -0.1567 Eh

```
! RIJCOSX wB97M-V def2-TZVPD def2/J DEFGRID3
* xyz 2 2
O 0.3074 0.1366 -0.4035
V -0.0815 0.4238 1.1394
O 0.8594 -4.2234 1.2375
S 0.2819 -3.1564 0.4695
O -0.1663 -1.9271 1.0676
O 1.3462 -2.7409 -0.6678
C 1.9971 -3.7597 -1.4650
C 3.3863 -3.9788 -0.9216
C -1.0694 -3.7560 -0.5164
H 2.0024 -3.3753 -2.4842
H 1.3877 -4.6653 -1.4561
H 3.3847 -4.5545 0.0011
H 3.8941 -3.0370 -0.7079
H 4.0070 -4.4562 -1.6847
H -0.7511 -4.3052 -1.3906
H -1.6629 -2.8916 -0.8035
H -1.7000 -4.2732 0.2093
O -4.3567 -0.1425 1.8920
S -3.5287 -0.3510 0.7217
O -2.1312 -0.0108 0.7789
O -3.6290 -1.8901 0.2333
C -4.8952 -2.5264 0.3059
C -4.7689 -4.0087 -0.0407
C -4.1772 0.5141 -0.6989
H -5.6412 -2.0324 -0.3211
H -5.3246 -2.5252 1.3121
H -4.7665 -4.2400 -1.1053
H -5.6794 -4.5066 0.3052
H -3.9594 -4.5496 0.4471
H -3.9606 1.5583 -0.5043
H -5.2190 0.1962 -0.7514
H -3.7179 0.1417 -1.6131
O 2.4446 -0.4347 -2.7377
S 3.3763 0.1821 -1.8290
O 3.0435 0.5055 -0.4670
O 4.7128 -0.6771 -1.7762
C 5.1321 -1.3393 -2.9956
C 6.6175 -1.5825 -2.8968
C 3.9750 1.7017 -2.6304
H 4.8349 -0.8081 -3.9006
H 4.5792 -2.2792 -3.0597
H 6.9169 -2.0232 -1.9465
H 7.1505 -0.6328 -2.9783
H 6.9898 -2.2288 -3.6901
H 3.1397 2.2232 -3.0897
H 4.7007 1.4296 -3.3942
H 4.4317 2.3472 -1.8854
O 3.6609 0.4166 3.3915
S 2.8507 -0.6720 2.8814
O 1.7339 -0.3902 1.9889
O 3.6938 -1.7916 2.0645
C 4.9976 -2.0786 2.5950
C 5.8545 -2.7921 1.5613
C 2.3105 -1.6899 4.2517
H 4.8624 -2.7396 3.4574
H 5.5062 -1.1848 2.9623
H 5.3158 -3.7061 1.3218
H 6.8543 -2.9483 1.9579
H 5.9722 -2.1654 0.6763
H 1.6420 -1.0404 4.8162
H 3.1211 -1.9489 4.9286
H 1.7619 -2.5615 3.9099
O -3.2444 -1.1777 -3.9760
S -1.8646 -1.1839 -3.5630
O -1.5122 -0.6627 -2.2736
O -1.2798 -2.7142 -3.6136
C -1.8922 -3.6561 -4.5167
C -3.1593 -4.2554 -3.9376
C -0.8707 -0.4163 -4.8717
H -1.1548 -4.4353 -4.7054
H -2.0726 -3.2464 -5.5129
H -4.0130 -3.6081 -3.7561
H -2.9181 -4.8388 -3.0451
H -3.5536 -5.0330 -4.6008
H -1.3710 -0.7076 -5.7929
H 0.1051 -0.8930 -4.8409
H -0.8957 0.6533 -4.6906
O -2.6949 2.8334 -2.8548
S -1.5777 3.1859 -2.0222
O -1.3356 2.4930 -0.7808
O -0.2452 2.9893 -2.9543
C -0.3538 3.5289 -4.2808
C 1.0599 3.4870 -4.8331
C -1.6273 4.9684 -1.6773
H -0.7612 4.5425 -4.2892
H -0.9959 2.9279 -4.9280
H 1.4207 2.4587 -4.7683
H 1.7580 4.0764 -4.2376
H 1.0657 3.8431 -5.8623
H -0.6090 5.1671 -1.3409
H -2.2612 5.1208 -0.8053
H -2.0003 5.5019 -2.5433
O -2.6886 2.4133 3.8833
S -2.0803 2.9028 2.6874
O -1.1142 2.0943 1.9869
O -3.2258 3.2397 1.6100
C -4.4799 3.7133 2.0777
C -5.5195 3.7512 0.9664
C -1.3681 4.5762 2.9367
H -4.4482 4.7201 2.5143
H -4.8815 3.0896 2.8802
H -5.2974 4.4594 0.1715
H -6.4447 3.9991 1.4852
H -5.6072 2.7486 0.5527
H -0.3092 4.3796 3.0817
H -1.8224 5.0257 3.8135
H -1.5690 5.0862 2.0006
O 1.1179 2.3587 0.8408
S 2.0966 3.3841 0.5466
O 2.3422 3.7989 -0.8135
O 1.6494 4.6827 1.4467
C 2.1607 5.9816 1.0716
C 2.8191 6.6669 2.2409
C 3.6051 2.9601 1.3769
H 1.3857 6.6046 0.6222
H 2.8608 5.8261 0.2454
H 2.1407 6.5770 3.0913
H 3.0677 7.7055 2.0314
H 3.7718 6.2218 2.5347
H 3.9503 2.0333 0.9260
H 3.4678 3.0308 2.4494
H 4.2517 3.7809 1.0526
O -0.5855 -2.2185 4.9132
S -1.4383 -1.4208 4.0914
O -0.8910 -0.3955 3.2117
O -2.2855 -2.3611 3.0999
C -2.9723 -3.5223 3.5663
C -2.1047 -4.7081 4.0206
C -2.7099 -0.6742 5.1209
H -3.6667 -3.8237 2.7851
H -3.6067 -3.2504 4.4156
H -1.6570 -4.5311 4.9977
H -1.2490 -4.8297 3.3524
H -2.6917 -5.6221 4.0579
H -3.5128 -0.3591 4.4511
H -2.3609 0.2228 5.6248
H -3.0952 -1.4445 5.7836
*
```

Atom charges from the Löwdin analysis, given in e for atoms 1 to 6: atom 1 (O): -0.186, atom 2 (V): 1.063, atom 3 (O): -0.242, atom 4 (S): 0.644, atom 5 (O): -0.334, atom 6 (O): -0.252



DFT (ωB97M-V/def2-TZVPD) results for an isolated molecule of C4H12Si2 at a distorted geometry.

Output
Highest occupied orbital energy: -0.343 Eh
Maximum force: 3.45 eV/Å
Orbital gap: 10.30 eV
LUMO level: 0.0355 Eh
SMILES: C=C[Si](C)(C)[SiH3]

```
! RIJCOSX wB97M-V def2-TZVPD def2/J DEFGRID3
* xyz 0 1
C 1.0577 0.6865 2.3777
C 1.0584 -0.2385 1.3423
Si 0.0376 -0.0960 -0.2019
C 0.4898 1.5962 -1.0322
C 0.5631 -1.6630 -1.3032
Si -2.2606 -0.3062 -0.0487
H 1.7255 0.7083 3.2168
H 0.2743 1.5113 2.3728
H 1.7310 -1.0756 1.4491
H 1.6554 1.7051 -1.0777
H -0.0474 1.6164 -2.0407
H 0.1047 2.4179 -0.4264
H 0.0279 -1.6210 -2.2588
H 1.6493 -1.6636 -1.6208
H 0.3138 -2.4611 -0.6730
H -2.7066 -1.6057 -0.6598
H -2.8706 -0.3174 1.2442
H -2.8033 0.8062 -0.6596
*
```

Atom charges from the natural (NBO) analysis, given in e for atoms 1 to 6: atom 1 (C): -0.337, atom 2 (C): -0.654, atom 3 (Si): 1.133, atom 4 (C): -1.075, atom 5 (C): -1.037, atom 6 (Si): 0.386



DFT (ωB97M-V/def2-TZVPD) results for a structure of composition C15H31ClO4P2Sn at a distorted geometry.

Output
Highest occupied orbital energy (spin up / spin down): -0.446 / -0.446 Eh
Maximum force: 3.61 eV/Å
Orbital gap (spin up / spin down): 3.05 / 3.05 eV
LUMO level (spin up / spin down): -0.3339 / -0.3339 Eh

```
! RIJCOSX wB97M-V def2-TZVPD def2/J DEFGRID3
* xyz 2 1
P -0.4473 1.6293 -1.6187
P -2.5248 0.4562 1.8427
C -0.1765 1.1036 0.1849
C -0.7718 0.1668 1.2685
H -0.2478 2.1115 0.6097
H 0.8828 0.8364 0.1149
H -0.6924 -0.9226 1.0875
H -0.2276 0.3301 2.2301
C -2.2858 1.7598 3.0236
H -3.2456 1.9891 3.4882
H -1.8860 2.6168 2.4689
H -1.5683 1.4312 3.7798
C -3.0536 -1.0402 2.7554
H -2.4612 -1.2518 3.6710
H -3.0313 -1.9334 2.0949
H -4.1096 -0.8682 3.0644
C 0.5947 3.0709 -1.9300
H 0.1571 3.6237 -2.7771
H 1.6134 2.7549 -2.2262
H 0.6395 3.7233 -1.0492
C 0.1515 0.5795 -3.0206
H 0.7548 -0.2888 -2.7721
H 0.7346 1.1032 -3.7824
H -0.6806 0.0846 -3.5144
Sn 0.3418 -1.9207 -0.8971
C 1.5725 -1.9159 0.9862
C 1.8636 -0.7630 1.7056
C 2.8222 0.3310 1.4254
C 3.3809 0.3155 0.0037
C 2.4893 -0.1723 -1.0687
C 2.3269 -1.4574 -1.5992
C 2.8371 -2.7688 -1.0041
C 2.7614 -2.7359 0.5199
C -2.1737 1.6165 -1.9889
H 0.7155 -2.5342 1.3061
H 1.5281 -0.7515 2.7541
H 3.6739 0.3511 2.1318
H 2.3123 1.2935 1.6288
H 3.6540 1.3418 -0.2807
H 4.3132 -0.2516 -0.0427
H 2.1832 0.6713 -1.7026
H 2.1891 -1.5558 -2.6797
H 3.8542 -2.9455 -1.3522
H 2.2365 -3.6034 -1.4238
H 2.6715 -3.7521 0.9255
H 3.6978 -2.2950 0.9025
H -2.3209 0.5776 -2.3578
H -2.3955 2.2484 -2.8549
H -2.8536 1.8369 -1.1863
O -4.9072 -1.5762 0.4520
Cl -4.7824 -1.5093 -1.0138
O -3.3445 -1.6196 -1.4433
O -5.3865 -0.2473 -1.4937
O -3.3793 0.7258 0.6543
*
```

Atom charges from the natural (NBO) analysis, given in e for atoms 1 to 6: atom 1 (P): 1.539, atom 2 (P): 1.959, atom 3 (C): -0.745, atom 4 (C): -0.762, atom 5 (H): 0.281, atom 6 (H): 0.220



Among the records above, which one has the lowest maximum force? C4H12Si2



Number 2 is which compound? C27H72O28S9V



Number 1 is which compound? C6H15N3